This record from OMol25 describes a structure of composition C8H26LiN4O8 at a distorted geometry. The level of theory is ωB97M-V/def2-TZVPD.

Positions of all 47 atoms, in Å:
Li -0.5551 0.3349 -0.1445
C 1.8735 1.1873 0.7013
C 3.1183 2.0216 0.5029
O 4.1881 1.1807 0.0861
O 1.3947 0.6526 -0.5412
H 1.1022 1.8561 1.0999
H 2.0639 0.4082 1.4400
H 3.3359 2.4741 1.4774
H 2.9693 2.8131 -0.2301
H 4.8391 1.1153 0.7882
H 2.1877 0.3978 -1.0264
C -2.0620 1.5575 3.0222
C -2.9008 0.9232 1.9555
O -2.2296 0.7963 0.7015
O -1.2095 0.5608 3.5723
H -2.7358 1.9503 3.7985
H -1.5382 2.4480 2.6556
H -3.8547 1.4406 1.8608
H -3.1418 -0.0944 2.2757
H -2.5692 1.4400 0.0673
H -0.7546 0.8982 4.3491
C 1.3864 -2.9175 0.9138
C 0.7770 -2.2122 2.1064
O -0.0708 -1.1686 1.6254
O 0.4792 -3.7681 0.2567
H 2.2473 -3.4794 1.2731
H 1.7482 -2.1309 0.2339
H 1.5622 -1.7995 2.7515
H 0.1913 -2.9177 2.7045
H -0.6098 -0.8078 2.3431
H -0.3659 -3.3096 0.1916
C -0.6998 2.2565 -2.6113
O -1.0912 2.1717 -1.4464
N 0.2746 3.1500 -2.9527
N -1.1617 1.4398 -3.5924
H 0.4778 3.7613 -2.1811
H 0.4544 3.4568 -3.8913
H -0.6967 1.4276 -4.4832
H -1.7979 0.6868 -3.4057
C -0.9057 -2.1001 -2.0751
O -1.1067 -0.9897 -1.5774
N 0.2265 -2.3522 -2.7918
N -1.7708 -3.1331 -1.8697
H 0.8232 -1.5540 -2.9029
H 0.3486 -3.1658 -3.3668
H -1.6376 -4.0352 -2.2886
H -2.6037 -2.8712 -1.3756

As for the energy: -1148.8496 Eh. Its total charge is +1. The HOMO energy comes out at -12.60 eV. As for the HOMO-LUMO gap: 10.52 eV. For the largest force on an atom, the calculation gives 1.1 eV/A. Its energy above the lowest of the compared OMol25 structures with the same formula, charge and spin is 0.00 kJ/mol.

And the Löwdin charges, in e, turn out to be:
1. Li 0.65
2. C -0.23
3. C -0.23
4. O -0.05
5. O -0.13
6. H 0.13
7. H 0.11
8. H 0.13
9. H 0.12
10. H 0.09
11. H 0.10
12. C -0.22
13. C -0.20
14. O -0.14
15. O -0.06
16. H 0.13
17. H 0.13
18. H 0.13
19. H 0.13
20. H 0.08
21. H 0.11
22. C -0.24
23. C -0.22
24. O -0.12
25. O -0.05
26. H 0.13
27. H 0.11
28. H 0.12
29. H 0.13
30. H 0.05
31. H 0.06
32. C -0.65
33. O -0.03
34. N 0.17
35. N 0.18
36. H 0.11
37. H 0.11
38. H 0.11
39. H 0.10
40. C -0.65
41. O -0.05
42. N 0.19
43. N 0.18
44. H 0.11
45. H 0.11
46. H 0.12
47. H 0.12